Record 1
{
  "formula": "C3H7N3",
  "method": "ωB97M-V/def2-TZVPD",
  "fmax_ha_per_bohr": 0.08150,
  "orbital_gap_ev": 10.5,
  "smiles": "[H]/N=C(\\N)N1CC1",
  "total_energy_ev": -7692.6379,
  "de_lowest_kj_mol": 196.97,
  "elements": ["C", "C", "C", "H", "H", "H", "H", "H", "H", "H", "N", "N", "N"],
  "positions_angstrom": [[0.2703, -0.4148, -0.9317], [-1.2264, 0.4614, 0.8343], [-0.1062, 1.3643, 0.5482], [1.3026, -1.9173, -0.2888], [0.8344, -0.8360, 0.9757], [1.2209, -1.3480, -2.1569], [-2.2563, 0.9639, 0.8352], [-1.2052, -0.5475, 1.3242], [-0.2582, 2.4086, 0.5092], [0.9107, 1.1150, 0.8337], [0.5327, -1.3598, 0.1716], [0.6752, -0.4761, -2.1490], [-0.6945, 0.5864, -0.5059]],
  "forces_ev_per_a": [[-1.709, -0.254, 0.789], [-2.601, -0.369, 0.321], [0.749, 0.172, 0.940], [-0.804, 0.436, 1.754], [0.443, -0.236, 0.320], [0.319, 0.429, -0.619], [1.574, -0.883, 0.364], [0.268, 1.440, -0.301], [-0.289, 0.991, -0.023], [-0.069, -0.076, 0.186], [1.391, -0.338, -3.939], [-0.477, -0.741, 2.145], [1.204, -0.571, -1.936]]
}

Record 2
{
  "formula": "C3H7N3",
  "method": "ωB97M-V/def2-TZVPD",
  "fmax_ha_per_bohr": 0.06779,
  "orbital_gap_ev": 9.4,
  "smiles": "NN1CC=CN1",
  "total_energy_ev": -7691.4563,
  "de_lowest_kj_mol": 310.97,
  "elements": ["C", "C", "C", "N", "N", "N", "H", "H", "H", "H", "H", "H", "H"],
  "positions_angstrom": [[0.8122, -1.2471, 0.2161], [1.6357, -0.2657, -0.0394], [-0.5189, -0.5690, 0.6044], [1.0966, 1.0074, 0.0708], [-0.3354, 0.8683, 0.3042], [-1.0056, 1.3839, -0.8192], [0.7943, -2.3001, 0.0539], [2.6327, -0.3437, -0.5194], [-1.2354, -0.9723, -0.0454], [-0.7621, -0.7426, 1.7000], [1.3410, 1.6089, 0.7633], [-1.7760, 1.9749, -0.3445], [-1.2990, 0.7555, -1.6307]],
  "forces_ev_per_a": [[-2.245, 0.599, 0.634], [2.568, 0.009, -1.025], [1.370, -0.173, 1.369], [-2.171, -1.214, -2.015], [0.771, -0.800, -0.445], [-2.308, 1.180, 0.622], [0.678, -0.417, -0.151], [-0.603, 0.020, 0.701], [-1.617, -0.490, -0.540], [0.002, 0.251, -1.277], [1.908, 1.822, 2.278], [1.255, -1.568, -2.031], [0.391, 0.780, 1.880]]
}

Record 3
{
  "formula": "C3H7N3",
  "method": "ωB97M-V/def2-TZVPD",
  "fmax_ha_per_bohr": 0.04043,
  "orbital_gap_ev": 10.1,
  "total_energy_ev": -7692.4216,
  "de_lowest_kj_mol": 217.83,
  "elements": ["N", "C", "C", "N", "C", "N", "H", "H", "H", "H", "H", "H", "H"],
  "positions_angstrom": [[0.8200, 1.4013, -0.9599], [0.6886, 0.6026, 0.2717], [-0.5408, -0.3560, 0.2835], [-1.0220, -0.5565, -0.9689], [-0.2973, -1.9502, 1.4816], [-0.6269, -2.6267, 2.3827], [0.9053, 2.3942, -0.7578], [1.6504, 1.1524, -1.4869], [0.6138, 1.2710, 1.1343], [1.5624, -0.0277, 0.4174], [-1.2575, -0.2340, 1.0626], [-0.6012, -0.0418, -1.7372], [-1.8948, -1.0284, -1.1230]],
  "forces_ev_per_a": [[0.105, -0.120, 0.118], [0.080, -0.360, 0.354], [-0.090, -0.155, 0.155], [0.084, -0.411, 0.216], [-0.054, -0.128, 0.093], [0.643, 1.148, -1.609], [-0.220, -0.339, 0.017], [-0.142, -0.083, 0.164], [-0.032, -0.245, -0.054], [0.096, 0.075, 0.083], [-0.513, 0.818, 0.014], [0.045, -0.284, 0.383], [-0.001, 0.084, 0.067]]
}

Record 4
{
  "formula": "C3H7N3O",
  "method": "ωB97M-V/def2-TZVPD",
  "fmax_ha_per_bohr": 0.11433,
  "orbital_gap_ev": 10.1,
  "smiles": "O=C1NCCNN1",
  "total_energy_ev": -9741.1238,
  "de_lowest_kj_mol": 184.24,
  "elements": ["C", "C", "C", "H", "H", "H", "H", "H", "H", "H", "N", "N", "N", "O"],
  "positions_angstrom": [[0.7603, 1.2622, 0.3310], [0.6222, -1.0430, -0.5105], [-0.8797, -0.9531, 0.0751], [2.2238, 0.2634, -0.2281], [1.2373, -1.8508, -0.2455], [0.5700, -1.0949, -1.6723], [-0.9328, -1.1857, 1.1570], [-1.4485, -1.7108, -0.4479], [-1.5500, 0.5441, -1.0158], [-0.9945, 1.7171, 1.3442], [1.2387, 0.1551, -0.1655], [-1.5228, 0.4105, -0.0142], [-0.6760, 1.3457, 0.4895], [1.3519, 2.1403, 0.9031]],
  "forces_ev_per_a": [[-4.676, 1.424, 3.266], [-3.589, 0.941, -2.570], [0.843, -0.428, 0.851], [0.928, -0.411, -0.208], [0.344, -1.341, 0.912], [-0.271, -0.135, 1.615], [0.476, -0.139, -0.545], [-0.459, 0.115, -0.111], [-0.601, 0.516, -0.305], [0.106, 0.693, 0.909], [2.526, 0.610, -0.604], [0.448, -3.170, -1.837], [2.119, 0.458, -1.037], [1.806, 0.865, -0.335]]
}

Record 5
{
  "formula": "C3H7N3O",
  "method": "ωB97M-V/def2-TZVPD",
  "fmax_ha_per_bohr": 0.15363,
  "orbital_gap_ev": 10.2,
  "smiles": "NNC(=O)N1CC1",
  "total_energy_ev": -9736.9168,
  "de_lowest_kj_mol": 590.15,
  "elements": ["C", "C", "C", "H", "H", "H", "H", "H", "H", "H", "N", "N", "N", "O"],
  "positions_angstrom": [[-0.2374, -0.6754, 0.5830], [1.6049, 1.1119, 0.5373], [0.2235, 1.5502, 0.3170], [-1.6209, -1.1710, -2.2378], [0.0088, -1.9286, -1.9889], [-2.0971, -1.8403, 0.4282], [2.3096, 1.6365, -0.2986], [2.0917, 0.7016, 1.4487], [-0.1022, 2.5945, -0.1047], [-0.3166, 1.7432, 1.3881], [-1.0286, -1.8432, -1.6465], [-1.0706, -1.4129, -0.1664], [0.4533, 0.1901, -0.1044], [-0.2184, -0.6567, 1.8450]],
  "forces_ev_per_a": [[-1.615, -1.384, 5.533], [0.720, -0.210, -2.784], [-1.853, 3.899, 4.976], [1.718, -0.920, 1.352], [-2.721, 0.752, 1.113], [4.802, 1.481, -2.520], [-1.369, -2.154, 1.994], [-0.929, 0.724, -0.568], [0.928, -2.614, -1.041], [0.927, -1.500, -2.318], [0.890, 1.297, 1.183], [-5.168, -3.369, -0.446], [4.272, 5.183, -4.159], [-0.601, -1.186, -2.316]]
}

Record 6
{
  "formula": "C3H7N3O",
  "method": "ωB97M-V/def2-TZVPD",
  "fmax_ha_per_bohr": 0.01280,
  "orbital_gap_ev": 9.1,
  "total_energy_ev": -9740.2774,
  "de_lowest_kj_mol": 265.90,
  "elements": ["C", "N", "C", "O", "N", "C", "N", "H", "H", "H", "H", "H", "H", "H"],
  "positions_angstrom": [[-0.6576, -1.5882, -0.1072], [-0.0598, -0.3287, 0.3298], [1.4789, -0.2058, 0.2392], [2.2435, -0.9863, 0.7441], [1.4089, 0.8681, -0.5177], [-0.2821, 0.9359, -0.5304], [-0.9239, 1.8553, 0.1291], [-0.4161, -1.7279, -1.1659], [-1.7373, -1.5248, 0.0332], [-0.2124, -2.3901, 0.4828], [-0.3960, 0.0038, 1.2403], [2.1197, 1.5510, -0.7013], [-0.4898, 0.6173, -1.5614], [-1.4673, 2.4179, -0.5133]],
  "forces_ev_per_a": [[0.033, -0.021, 0.040], [0.111, 0.006, 0.172], [-0.095, -0.202, 0.080], [-0.302, 0.516, -0.276], [0.081, 0.167, 0.090], [0.053, -0.242, -0.129], [-0.124, -0.015, -0.316], [-0.073, -0.042, 0.242], [0.106, -0.168, -0.039], [-0.176, -0.041, -0.087], [0.060, -0.290, -0.021], [0.443, -0.057, -0.013], [-0.130, 0.209, 0.160], [0.012, 0.179, 0.097]]
}